Model P:
# C3H5BrS

One molecule with the formula C3H5BrS (ωB97M-V/def2-TZVPD, the Open Molecules 2025 dataset).

HOMO energy = -8.7 eV
Net charge = 0
Frontier orbital gap = 0.3286 Eh

Each line ends with the Löwdin charge.
Geometry (Å):
C  0.349  1.398  -0.965  -0.295
C  -0.601  -0.100  0.141  -1.089
C  0.225  -1.141  0.751  -0.243
S  -0.370  1.543  0.727  0.726
Br  -2.342  -0.721  -0.493  0.629
H  1.439  1.457  -1.180  0.041
H  -0.318  1.778  -1.733  0.010
H  -0.288  -2.045  0.970  0.044
H  0.710  -0.764  1.641  0.053
H  1.198  -1.404  0.142  0.124



Model Q:
# C3H5BrS

A 2-piece molecular cluster, C3H5BrS overall (ωB97M-V/def2-TZVPD, the Open Molecules 2025 dataset).

HOMO energy = -8.4 eV
Net charge = 0
Frontier orbital gap = 0.3155 Eh

Each line ends with the Löwdin charge.
Geometry (Å):
C  0.425  1.440  -0.068  0.050
C  -0.893  -0.204  0.902  -1.172
C  -0.748  -1.549  0.321  -0.460
S  0.127  -1.247  1.883  0.762
Br  -2.451  0.602  1.516  0.669
H  -0.121  2.432  -0.185  0.041
H  0.450  0.929  -1.024  -0.002
H  -1.530  -2.156  0.340  0.014
H  -0.037  -1.522  -0.544  0.088
H  1.218  1.323  0.679  0.011



Order from most stable to least stable according to the calculation: model P, model Q



Model P:
# C3H7NS2

One molecule with the formula C3H7NS2 (ωB97M-V/def2-TZVPD, the Open Molecules 2025 dataset).

HOMO energy = -8.7 eV
Net charge = 0
Frontier orbital gap = 0.3163 Eh
SMILES = CNCC(=S)S

Each line ends with the Löwdin charge.
Geometry (Å):
C  1.848  -0.156  0.077  -0.113
C  -0.532  -0.532  0.152  -0.336
C  -1.925  0.086  0.000  -1.206
H  2.059  -1.177  -0.146  0.068
H  2.612  0.432  -0.390  0.077
H  1.867  -0.083  1.134  0.070
H  0.526  0.278  -1.382  0.107
H  -0.398  -0.631  1.245  0.133
H  -0.607  -1.517  -0.282  0.098
H  -0.706  2.023  0.050  -0.141
N  0.539  0.283  -0.384  -0.162
S  -2.013  1.824  0.013  0.779
S  -3.271  -0.830  -0.088  0.627



Model Q:
# C3H7NS2

One molecule with the formula C3H7NS2 (ωB97M-V/def2-TZVPD, the Open Molecules 2025 dataset).

HOMO energy = -8.4 eV
Net charge = 0
Frontier orbital gap = 0.3366 Eh
SMILES = CCS/C=N/S

Each line ends with the Löwdin charge.
Geometry (Å):
C  -1.344  1.054  -0.478  -0.204
C  -1.260  0.038  0.608  -0.499
C  0.815  -1.401  -0.099  -0.700
H  -1.998  0.634  -1.201  0.042
H  -0.426  1.356  -1.055  0.095
H  -1.807  1.966  -0.174  0.058
H  -2.209  -0.077  1.160  0.069
H  -0.320  0.188  1.334  0.104
H  1.374  -2.316  -0.448  0.067
H  3.461  0.932  0.412  -0.120
N  1.473  -0.390  0.229  -0.475
S  -0.917  -1.651  -0.169  0.873
S  3.157  -0.335  -0.120  0.688



Model R:
# C3H7NS2

C3H7NS2 as an isolated structure (ωB97M-V/def2-TZVPD, the Open Molecules 2025 dataset).

HOMO energy = -8.3 eV
Net charge = 0
Frontier orbital gap = 0.3109 Eh

Each line ends with the Löwdin charge.
Geometry (Å):
C  2.406  -0.941  -0.031  -0.423
C  0.160  0.558  0.139  -1.237
C  -1.347  0.837  0.058  -0.410
H  2.456  -1.088  1.229  0.095
H  2.814  0.052  -0.545  0.018
H  2.681  -2.051  -0.507  0.078
H  -1.184  1.843  -0.871  0.176
H  -1.607  1.527  0.816  0.055
H  -2.975  -0.733  -1.165  0.237
H  -2.873  -0.471  0.912  0.092
N  -2.278  -0.379  -0.030  -0.144
S  0.550  -1.006  0.011  0.862
S  1.196  1.852  -0.016  0.601



Model S:
# C3H7NS2

One molecule with the formula C3H7NS2 (ωB97M-V/def2-TZVPD, the Open Molecules 2025 dataset).

HOMO energy = -8.5 eV
Net charge = 0
Frontier orbital gap = 0.3110 Eh
SMILES = NCCSC=S

Each line ends with the Löwdin charge.
Geometry (Å):
C  0.685  -0.737  0.018  -0.448
C  0.017  0.257  0.880  -0.625
C  -2.213  0.737  -0.534  -0.978
H  1.792  0.326  -1.577  0.133
H  2.689  -0.770  -0.355  0.113
H  1.101  -1.310  0.815  0.090
H  0.089  -1.398  -0.736  0.123
H  -0.668  -0.310  1.720  0.105
H  0.902  1.033  1.276  0.115
H  -2.919  1.299  -1.060  -0.024
N  1.860  -0.048  -0.504  -0.088
S  -0.802  1.650  0.062  0.819
S  -2.533  -0.729  -0.005  0.665



Order from most stable to least stable according to the calculation: model P, model Q, model S, model R



Model P:
# C3H2F2O

A 2-piece molecular cluster, C3H2F2O overall (ωB97M-V/def2-TZVPD, the Open Molecules 2025 dataset).

HOMO energy (spin up / spin down) = -8.1 / -8.1 eV
Net charge = 0
Frontier orbital gap (spin up / spin down) = 0.2040 / 0.2036 Eh

Each line ends with the Löwdin charge.
Geometry (Å):
C  -1.209  -1.306  0.131  0.260
C  -0.101  -0.868  0.214  -0.022
C  1.175  -0.313  0.191  -0.270
O  -0.777  1.838  -0.039  -0.338
F  1.903  -0.063  1.218  0.239
F  1.781  -0.014  -0.940  0.196
H  -2.074  -1.745  0.003  0.015
H  -0.699  2.470  -0.778  -0.081



Model Q:
# C3H2F2O

One molecule with the formula C3H2F2O (ωB97M-V/def2-TZVPD, the Open Molecules 2025 dataset).

HOMO energy = -9.9 eV
Net charge = 0
Frontier orbital gap = 0.3414 Eh

Each line ends with the Löwdin charge.
Geometry (Å):
C  0.535  -1.705  -0.019  0.049
C  -2.345  -0.424  -0.525  -0.068
C  -0.130  -0.387  0.132  -0.247
O  -1.488  -0.498  0.462  -0.073
F  1.838  -1.520  -0.049  0.029
F  -3.549  -0.586  0.031  0.030
H  0.360  0.267  0.868  0.143
H  -0.013  0.087  -0.861  0.138



Order from most stable to least stable according to the calculation: model Q, model P